ORCA calculation (ωB97M-V/def2-TZVPD) on C43H36MoN3O6 as an isolated structure at a distorted geometry.

```
! wB97M-V def2-TZVPD RIJCOSX def2/J DEFGRID3
* xyz 3 1
N 1.9515 -0.0551 1.6925
H 5.7025 -1.5574 -4.6871
H -5.4364 -1.0302 2.7617
H -4.4018 0.5739 -2.0658
H 0.9761 -3.3175 -3.7817
C -2.1789 -1.5655 2.1210
H 1.5695 1.5315 -2.7851
H -4.8703 1.0597 1.5216
C 3.7439 -1.7845 -5.5246
C -4.1303 0.2884 1.6803
H -1.3726 4.3057 -0.4805
H -4.1055 4.5010 -3.7489
H -0.5552 -5.1950 -4.2562
C -2.8502 0.4654 1.1950
C -3.8047 1.4373 -2.3288
C 1.9122 -0.9836 -4.1556
H -1.7097 4.5607 -3.1939
H -2.1181 -0.5332 -4.9500
C 1.4263 -2.3051 2.4484
C 3.9511 1.0912 2.2529
H -1.0100 3.3161 -6.0378
C -0.4473 -1.7795 -4.3221
C 0.2627 5.5871 -0.0160
C -1.0081 -2.4370 2.5023
C -0.8775 -4.1742 -4.4055
H -2.5574 1.3550 0.6585
O 0.4674 -0.9643 -0.8615
Mo 0.1061 -0.2692 0.6409
C 2.7191 1.0472 1.6317
C -3.6496 3.6511 -3.2596
C 2.3854 -1.1405 2.3671
C -2.3038 3.6966 -2.9271
O 0.7782 2.8576 -4.1788
C -1.6796 2.5924 -2.3189
C 0.8060 2.3145 -5.5057
C 4.4106 -0.0308 2.9311
H 5.3743 -0.0154 3.4228
C 2.8341 -0.5976 -3.1718
C -2.6134 -2.5946 -5.0388
C 2.3832 5.0458 -1.0948
C -2.4572 1.4604 -2.0236
C -4.4004 2.5259 -2.9652
N 0.1699 -1.8955 1.9840
H 4.8874 -0.5646 -2.5796
C 3.6158 -1.1698 2.9858
H 2.7453 3.0458 -6.0572
H 3.9132 -2.0687 3.5090
O -0.0839 1.4066 0.3065
C 0.6133 1.8264 -3.2073
H 3.4264 5.2799 -1.2539
H -1.1237 0.6816 -3.7990
C -0.3328 4.5348 -0.6640
H 1.6844 -1.8780 -6.1012
H 2.0840 6.6822 0.2642
C 1.8015 3.9888 -1.7408
H 0.4703 4.2029 -6.4624
C 0.4084 3.7126 -1.5687
H 2.2464 1.5843 -6.9130
C 4.1826 -0.8261 -3.3571
H 2.3100 1.8885 1.0886
N -1.8959 -0.4658 1.3868
C 4.6424 -1.4007 -4.5404
H 2.4831 -0.1934 -2.2323
H -2.8359 -4.7285 -5.0753
C -4.4369 -0.8722 2.3781
C 0.0087 3.2181 -6.4106
C -3.4404 -1.8086 2.6163
O 0.1202 1.0613 -5.3762
C -1.7798 -1.5420 -4.7568
C -0.0202 -3.1271 -4.1548
H 4.0988 -2.2307 -6.4431
H -3.6105 -2.4197 -5.4178
C -2.1653 -3.9068 -4.8579
H -5.4517 2.4961 -3.2180
C -0.0591 0.6963 -4.0120
C -0.2272 2.6599 -2.2254
C 2.3872 -1.6015 -5.3258
H -2.0604 0.6071 -1.4530
O 1.7610 -3.3739 2.8498
O -1.1231 -3.3878 3.2103
H 2.7759 1.4761 -5.2274
H -0.3022 6.2094 0.6633
H 2.3892 3.4017 -2.4312
H 4.5382 1.9972 2.2091
C 1.6142 5.8463 -0.2396
H -3.6015 -2.7025 3.2039
C 2.2349 2.0899 -5.9484
H -0.0173 2.8005 -7.4156
C 0.4834 -0.7209 -4.0772
*
```

* electronic energy: -63761.868 eV
* ΔE to the lowest compared entry with this formula, charge and spin: 8.5 kcal per mole
* HOMO level: -16.71 eV